Model P:
DFT (the ωB97M-V functional and the def2-TZVPD basis) results for an isolated molecule of C3H5N3O.

Geometry (Å):
N  -1.363  0.751  -1.357
C  -0.521  0.200  -0.387
C  -0.721  -0.726  0.569
N  0.510  -0.898  1.243
C  1.460  -0.033  0.740
O  2.612  0.127  1.095
N  0.800  0.623  -0.296
H  -0.868  0.965  -2.215
H  -2.143  0.141  -1.567
H  -1.562  -1.382  0.736
H  0.582  -1.179  2.208
H  1.213  1.410  -0.769

Properties
E_HOMO: -0.281 hartree
Structure (SMILES): Nc1c[nH]c(=O)[nH]1
Gap between HOMO and LUMO: 8.420 eV
LUMO: 0.76 eV
Molar mass: 99.09 g mol⁻¹
Net charge: 0
Spin multiplicity: 1



Model Q:
DFT (the ωB97M-V functional and the def2-TZVPD basis) results for an isolated molecule of C3H5N3O.

Geometry (Å):
C  0.401  0.199  0.562
C  -0.954  0.231  -1.343
C  0.769  -0.233  1.876
N  1.339  -0.297  -1.395
N  -0.816  0.283  0.078
N  0.261  -0.036  -1.979
O  -1.945  0.485  -2.038
H  1.604  0.356  2.061
H  0.962  -1.245  1.889
H  -0.051  -0.024  2.504
H  -1.644  0.125  0.757
H  0.075  0.156  -2.972

Properties
E_HOMO (alpha / beta): -0.262 / -0.264 hartree
Gap between HOMO and LUMO (alpha / beta): 7.035 / 7.299 eV
LUMO (alpha / beta): -0.09 / 0.11 eV
Molar mass: 99.09 g mol⁻¹
Net charge: 0
Spin multiplicity: 1



Energy comparison, zero being the most stable, in hartree: model P 0.0000; model Q 0.2239.



Model P:
DFT (the ωB97M-V functional and the def2-TZVPD basis) results for an isolated molecule of C6H12O.

Geometry (Å):
C  -1.701  -0.392  -1.153
C  -0.701  0.179  -0.128
C  -0.412  1.691  -0.369
C  0.633  -0.483  -0.203
C  1.684  0.110  0.664
C  1.245  -1.431  0.754
O  0.633  -1.833  1.941
H  -2.214  -1.307  -0.823
H  -2.471  0.352  -1.367
H  -1.202  -0.642  -2.100
H  -1.114  0.011  0.882
H  -1.346  2.236  -0.282
H  0.003  1.811  -1.379
H  0.305  2.233  0.277
H  1.002  -0.679  -1.209
H  2.488  0.701  0.201
H  1.274  0.676  1.515
H  1.678  -2.346  0.325
H  0.272  -1.049  2.368

Properties
E_HOMO: -0.341 hartree
Structure (SMILES): CC(C)[C@H]1C[C@H]1O
Gap between HOMO and LUMO: 10.298 eV
LUMO: 1.03 eV
Molar mass: 100.16 g mol⁻¹
Net charge: 0
Spin multiplicity: 1



Model Q:
DFT (the ωB97M-V functional and the def2-TZVPD basis) results for an isolated molecule of C6H12O.

Geometry (Å):
C  2.587  -0.286  -0.374
C  1.740  0.633  0.462
C  0.530  0.292  0.908
O  0.029  -0.950  0.673
C  -1.384  -1.082  0.543
C  -2.012  0.026  -0.319
C  -1.021  0.667  -1.309
H  3.051  -1.057  0.250
H  1.989  -0.810  -1.132
H  3.386  0.254  -0.891
H  2.098  1.628  0.706
H  -0.145  1.011  1.378
H  -1.857  -1.123  1.538
H  -1.516  -2.069  0.087
H  -2.858  -0.406  -0.871
H  -2.453  0.792  0.332
H  -0.039  0.917  -0.878
H  -1.426  1.609  -1.683
H  -0.809  -0.005  -2.144

Properties
E_HOMO: -0.305 hartree
Structure (SMILES): C/C=C\OCCC
Gap between HOMO and LUMO: 9.390 eV
LUMO: 1.09 eV
Molar mass: 100.16 g mol⁻¹
Net charge: 0
Spin multiplicity: 1



Model R:
DFT (the ωB97M-V functional and the def2-TZVPD basis) results for a cluster of 2 separate species, C6H12O in total.

Geometry (Å):
C  0.234  -0.696  2.023
C  -0.183  -0.557  0.779
C  0.721  0.064  -0.230
C  0.959  1.362  -0.326
C  1.542  -0.932  -1.032
C  0.633  -1.587  -2.107
H  -0.353  -1.111  2.835
H  1.200  -0.368  2.398
H  -1.140  -0.909  0.431
H  0.346  2.123  0.149
H  1.818  1.766  -0.852
H  2.435  -0.442  -1.414
H  1.894  -1.673  -0.309
H  1.226  -1.697  -3.017
H  -0.170  -0.908  -2.348
H  0.357  -2.582  -1.784
O  -3.190  2.053  0.934
H  -3.289  1.216  1.420
H  -2.240  2.092  0.783

Properties
E_HOMO: -0.355 hartree
Structure (SMILES): C=CC(=C)CC.O
Gap between HOMO and LUMO: 10.514 eV
LUMO: 0.85 eV
Molar mass: 100.16 g mol⁻¹
Net charge: 0
Spin multiplicity: 1



Energy comparison, zero being the most stable, in hartree: model P 0.0128; model Q 0.0000; model R 0.0078.



Model P:
DFT (the ωB97M-V functional and the def2-TZVPD basis) results for an isolated molecule of C6H12O.

Geometry (Å):
C  2.648  0.658  0.128
O  1.586  0.558  1.052
C  0.632  -0.460  0.867
C  -0.709  -0.149  0.010
C  -0.829  1.320  -0.224
C  -1.315  -1.109  -1.033
C  -1.877  -1.022  0.358
H  2.280  0.754  -0.902
H  3.330  -0.207  0.184
H  3.213  1.567  0.374
H  0.825  -1.200  0.133
H  0.315  -0.721  1.879
H  -0.009  1.664  -0.871
H  -0.721  1.814  0.744
H  -1.780  1.585  -0.687
H  -0.841  -2.042  -1.345
H  -1.925  -0.681  -1.834
H  -1.677  -1.876  1.008
H  -2.845  -0.559  0.523

Properties
E_HOMO: -0.341 hartree
Structure (SMILES): COCC1(C)CC1
Gap between HOMO and LUMO: 10.297 eV
LUMO: 1.03 eV
Molar mass: 100.16 g mol⁻¹
Net charge: 0
Spin multiplicity: 1



Model Q:
DFT (the ωB97M-V functional and the def2-TZVPD basis) results for an isolated molecule of C6H12O.

Geometry (Å):
C  2.509  0.269  -0.273
C  1.506  -0.023  0.577
C  1.467  0.304  2.082
C  0.208  -0.685  0.168
C  -1.019  0.264  0.232
C  -2.246  -0.017  -0.666
O  -1.929  -0.164  -2.068
H  2.591  -0.288  -1.191
H  3.096  1.197  -0.234
H  2.197  -0.153  2.725
H  0.533  -0.128  2.485
H  1.284  1.361  2.291
H  0.104  -1.634  0.751
H  0.175  -1.036  -0.865
H  -0.769  1.371  0.219
H  -1.467  0.246  1.236
H  -2.656  -0.991  -0.347
H  -3.183  0.621  -0.673
H  -1.115  0.331  -2.203

Properties
E_HOMO: -0.333 hartree
Structure (SMILES): C=C(C)CCCO
Gap between HOMO and LUMO: 9.985 eV
LUMO: 0.92 eV
Molar mass: 100.16 g mol⁻¹
Net charge: 0
Spin multiplicity: 1



Energy comparison, zero being the most stable, in hartree: model P 0.0076; model Q 0.0000.